Entry 1:
25
Properties=species:S:1:pos:R:3 method="wB97M-V/def2-TZVPD" energy_ev=-38525.1237 fmax_ev_per_a=4.245 lumo_ev="-1.42 / -1.41" homo_lumo_gap_ev="5.55 / 5.57" homo_energy_ha="-0.256 / -0.256"
I 2.681 -2.793 2.975
Cl 2.859 1.036 -1.251
F 3.786 -0.903 4.916
F 5.270 -1.132 3.234
N 0.428 1.087 -0.092
N 1.346 -0.155 1.660
C -1.463 -1.865 -0.514
C -0.373 -1.135 0.344
C 0.361 -0.077 0.663
C -0.397 1.042 -1.281
C -0.749 -2.491 0.663
C 1.640 1.836 -0.133
C 2.340 1.984 1.189
C 3.960 -1.118 3.602
C 2.016 0.807 1.903
H 1.249 2.868 -0.660
H -0.373 2.041 -1.814
H 0.005 -3.294 0.500
H -1.383 -2.757 1.486
H -1.353 0.538 -1.129
H 3.377 1.965 0.917
H -1.026 -1.832 -1.484
H -0.065 0.384 -2.041
H 1.901 2.823 1.732
H -2.525 -1.419 -0.419

***

Entry 2:
25
Properties=species:S:1:pos:R:3 method="wB97M-V/def2-TZVPD" smiles="C/C(N=O)=C(N)/[NH+]=N/c1ccc(Cl)cc1" energy_ev=-30013.6979 fmax_ev_per_a=4.199 charge=+1 lumo_ev="-5.20 / -4.89" homo_lumo_gap_ev="7.56 / 6.37" homo_energy_ha="-0.469 / -0.414"
Cl 6.482 -0.033 0.108
O -0.882 -2.235 -1.764
N -0.011 0.405 -0.759
N -2.093 1.382 -0.477
N 0.697 -0.497 -0.099
N -1.673 -2.022 -0.883
C -1.795 -1.063 -0.015
C 2.028 -0.340 -0.132
C 4.157 -1.031 0.907
C 2.773 -1.198 0.774
C -2.783 -1.067 1.046
C 4.120 0.701 -0.903
C -1.337 0.311 -0.466
C 2.742 0.498 -0.982
C 4.779 -0.102 0.108
H -3.770 -0.580 0.752
H -1.771 2.278 -0.751
H -2.460 -0.484 1.826
H 0.455 1.210 -1.128
H 2.184 1.088 -1.706
H 4.469 1.519 -1.669
H 2.315 -1.926 1.429
H -3.236 -2.019 1.380
H 4.752 -1.695 1.451
H -3.148 1.270 -0.539

***

Energy above the lowest of the compared OMol25 structures with the same formula, charge and spin for every record listed, in sequence, given in kcal/mol: 156.0 0.0.